39
Properties=species:S:1:pos:R:3:forces:R:3:lowdin_charge:R:1 method="wB97M-V/def2-TZVPD" total_charge=0 gap_ev=5.96 homo_ev=-7.68 total_energy_ha=-1589.2918 de_lowest_kcal_mol=16.9
C 3.6705 -1.9209 -2.7073 -0.4 0.0 0.4 -0.005
C 2.2240 -1.4731 -2.6464 -0.6 1.1 -0.9 -0.394
C 1.1477 -2.4788 -2.1158 -0.3 0.5 -1.3 -0.481
N -0.2393 -1.8947 -2.3385 0.5 -0.8 0.5 -0.039
C -0.6473 -0.6514 -2.0030 0.3 -0.1 -0.1 0.003
C -1.8997 -0.2114 -2.3940 -0.3 -0.2 0.0 0.023
C -2.7879 -1.0722 -3.0376 0.5 -0.1 0.2 0.013
C -2.4032 -2.4102 -3.1493 0.0 -0.7 -0.1 -0.015
C -1.1307 -2.7942 -2.8015 -0.2 0.0 0.3 -0.035
O 1.8537 -0.4152 -3.1305 0.5 -1.3 0.8 0.098
H 3.8461 -2.7030 -1.9484 0.2 0.4 -0.4 0.067
H 3.9027 -2.2972 -3.7306 -0.2 0.3 0.7 0.109
H 4.2568 -1.0079 -2.5009 0.0 -0.6 -0.1 0.106
H 1.2052 -3.3470 -2.8132 0.0 0.8 0.1 0.115
H -0.0154 -0.0264 -1.3804 0.2 0.0 -0.3 0.140
H -2.1627 0.7922 -2.1031 -0.1 0.2 0.0 0.121
H -3.7679 -0.7529 -3.3909 0.3 0.0 0.3 0.128
H -3.0739 -3.2145 -3.4462 0.0 0.4 -0.1 0.124
H -0.7889 -3.8280 -2.7113 -0.3 0.3 -0.5 0.147
F -1.0709 -2.7173 0.1152 1.3 0.6 0.4 -0.021
C 0.2202 -2.3135 0.4902 -0.4 0.3 0.7 -0.535
F 0.3127 -2.5257 1.8259 0.3 -0.7 -1.4 0.042
S 1.4247 -3.3485 -0.5815 -0.9 0.6 1.9 1.006
N 0.1258 0.8608 1.4763 0.1 -1.0 -1.2 0.111
C 0.9183 1.1015 2.5791 -0.7 0.8 0.2 -0.463
O 1.9395 0.5457 2.9546 -0.5 -0.1 -0.5 0.032
C 0.2945 2.2934 3.2962 0.1 0.6 0.6 -0.101
C -0.7810 2.7018 2.5350 -0.3 0.9 0.4 -0.114
C -1.4871 3.8439 2.8845 -0.1 0.2 0.1 -0.019
C -1.1201 4.5996 4.0209 0.0 -0.6 -0.5 -0.090
C -0.0629 4.1660 4.8129 0.1 -0.5 -0.5 -0.090
C 0.6497 3.0044 4.4394 -0.1 0.1 0.1 -0.014
C -0.8980 1.7641 1.3516 0.9 0.1 1.1 -0.473
O -1.7528 1.8724 0.4778 0.3 -0.5 -0.3 0.005
H 0.3938 -1.2151 0.3793 -0.4 -0.5 -0.2 0.093
H -2.3208 4.1559 2.2682 0.0 0.1 0.0 0.105
H -1.6513 5.5182 4.2733 0.1 -0.3 -0.1 0.096
H 0.2038 4.7372 5.7001 0.1 -0.2 -0.2 0.096
H 1.4721 2.6623 5.0499 0.2 0.0 0.0 0.106

=====

41
Properties=species:S:1:pos:R:3:forces:R:3:lowdin_charge:R:1 method="wB97M-V/def2-TZVPD" total_charge=0 gap_ev=8.70 homo_ev=-8.78 total_energy_ha=-2017.6495 smiles="COc1ccc(C(=O)Nc2nnc(S(=O)(=O)Cc3ccc(F)cc3)s2)cc1" de_lowest_kcal_mol=20.7
C -3.8420 -2.4907 0.0865 0.0 -0.2 0.1 -0.071
H -2.8095 -2.8415 0.0202 0.0 0.0 0.0 0.075
O -4.0542 -1.3265 -0.6823 -0.1 0.2 -0.2 -0.072
C -3.3829 -0.1972 -0.3643 0.1 0.3 0.0 -0.267
C -3.7173 0.9421 -1.1045 0.0 -0.3 0.0 0.013
C -3.1088 2.1464 -0.8436 0.2 0.0 0.2 -0.002
C -2.1180 2.2406 0.1348 -0.5 -0.4 0.0 -0.174
C -1.7830 1.1060 0.8680 -0.2 0.4 -0.1 -0.027
C -2.4144 -0.0990 0.6341 -0.2 -0.3 0.0 -0.006
H -2.1545 -0.9532 1.2373 0.0 -0.1 0.0 0.095
H -1.0483 1.1680 1.6573 0.1 0.0 0.0 0.122
C -1.5401 3.5551 0.4487 0.1 0.1 0.1 -0.405
O -2.1578 4.5881 0.5201 -0.1 0.0 -0.1 0.116
N -0.1683 3.5710 0.7604 -0.2 0.7 0.5 0.108
C 0.7780 2.7226 0.2999 1.6 -0.4 0.1 -0.592
N 0.6190 1.8487 -0.6413 -1.3 0.8 -0.1 0.048
N 1.7067 1.1484 -0.9016 1.3 -0.7 -0.5 -0.005
C 2.7222 1.4592 -0.1823 0.2 0.1 0.4 -0.648
S 2.4264 2.7263 0.9685 -0.7 -0.2 -0.3 1.113
S 4.3176 0.6442 -0.2789 0.3 0.1 -0.5 0.647
O 4.7303 0.4050 1.0741 -0.2 -0.2 0.2 -0.312
O 5.1720 1.4442 -1.1067 -0.1 0.0 -0.3 -0.301
C 3.9499 -0.9386 -1.1151 -0.1 0.9 0.3 -0.159
C 2.7530 -1.5448 -0.4759 -0.3 -0.5 0.2 -0.300
C 2.8082 -1.9485 0.8545 -0.1 0.0 -0.2 -0.030
C 1.6808 -2.4410 1.4866 -0.3 -0.1 0.0 0.009
C 0.5021 -2.5259 0.7692 0.2 0.1 0.0 -0.272
C 0.4187 -2.1377 -0.5550 0.0 -0.1 0.1 0.002
C 1.5528 -1.6452 -1.1722 0.1 -0.3 0.1 -0.045
H 1.5008 -1.3270 -2.2006 0.0 0.1 -0.1 0.119
H -0.5162 -2.2094 -1.0870 -0.1 0.0 0.0 0.116
F -0.6068 -2.9989 1.3834 0.1 0.0 0.0 0.046
H 1.7064 -2.7528 2.5186 0.0 0.0 0.1 0.120
H 3.7332 -1.8537 1.4013 0.1 0.0 0.1 0.114
H 4.8545 -1.5286 -0.9837 0.2 0.1 0.0 0.121
H 3.7967 -0.6939 -2.1610 0.0 0.0 -0.1 0.110
H 0.1533 4.4276 1.1964 -0.2 -0.1 -0.1 0.153
H -3.3827 3.0308 -1.3975 -0.1 0.1 -0.1 0.123
H -4.4729 0.8509 -1.8684 -0.1 0.0 -0.1 0.120
H -4.0996 -2.3274 1.1367 0.0 0.0 0.0 0.102
H -4.5055 -3.2440 -0.3348 0.1 0.0 0.1 0.096

=====

39
Properties=species:S:1:pos:R:3:forces:R:3:mulliken_spin:R:1 method="wB97M-V/def2-TZVPD" total_charge=+1 gap_ev="5.54 / 6.57" homo_ev="-8.58 / -12.04" spin_multiplicity=6 total_energy_ha=-1518.4769 de_lowest_kcal_mol=0.3
Ru -0.8153 0.1277 -0.1971 -0.2 -0.2 -0.1 2.745
O -0.9463 -3.7392 -1.3883 0.1 0.0 0.0 0.286
C -0.8446 -2.5220 -1.3975 -0.2 0.1 0.2 0.029
N -1.0558 -1.7853 -0.1637 0.2 0.1 -0.1 0.577
C -1.3782 -2.4913 1.0445 -0.1 0.0 0.0 -0.055
C -1.7627 -1.4863 2.0899 0.0 0.0 0.1 0.046
C -2.2529 -1.8580 3.3304 0.0 0.0 0.0 0.007
C -2.5894 -0.8768 4.2441 0.0 0.0 0.0 0.012
C -2.4215 0.4592 3.9035 0.0 0.0 0.0 0.000
C -1.9196 0.7648 2.6590 0.0 0.0 0.0 0.033
N -1.6002 -0.1891 1.7661 0.0 0.0 0.0 -0.047
C -0.5599 -1.6251 -2.4621 0.0 0.0 0.0 0.341
C -0.1947 -2.0587 -3.7494 0.0 0.0 0.0 -0.038
C 0.1146 -1.1531 -4.7159 0.0 0.1 0.0 0.198
C 0.0625 0.2442 -4.4007 0.0 0.0 -0.1 0.082
C -0.2878 0.6404 -3.1573 -0.1 -0.1 0.1 0.055
N -0.6259 -0.2527 -2.1634 0.1 0.1 -0.1 0.206
H -0.5086 -3.0700 1.3788 0.0 0.0 0.0 0.029
H -2.1782 -3.2159 0.8670 0.0 0.0 0.0 0.024
H -2.3695 -2.9073 3.5641 0.0 0.0 0.0 0.000
H -2.9818 -1.1485 5.2149 0.0 0.0 0.0 0.001
H -2.6744 1.2557 4.5877 0.0 0.0 0.0 0.000
H -1.7574 1.7854 2.3440 0.0 0.0 0.0 -0.008
H -0.1593 -3.1255 -3.9251 0.0 0.0 0.0 0.004
H 0.4030 -1.4782 -5.7050 0.0 0.0 0.0 0.011
H 0.2829 0.9922 -5.1481 0.0 0.0 0.0 0.005
H -0.3533 1.6838 -2.8862 0.0 0.0 0.0 0.002
O 1.2424 0.0215 0.4006 0.2 0.1 0.1 0.205
N 1.9331 1.1621 0.3814 0.0 -0.1 0.0 0.031
C 3.2619 1.0655 0.5986 0.0 0.0 0.0 -0.002
C 4.0494 2.1857 0.6051 0.0 0.0 0.0 0.028
C 3.4610 3.4290 0.3847 0.0 0.0 0.0 -0.012
C 2.1041 3.5037 0.1645 0.0 0.0 0.0 0.025
C 1.3238 2.3480 0.1594 0.0 0.0 0.0 -0.029
S -0.3939 2.4031 -0.1344 0.0 0.0 0.0 0.204
H 3.6106 0.0566 0.7555 0.0 0.0 0.0 0.004
H 5.1095 2.0782 0.7797 0.0 0.0 0.0 0.001
H 4.0616 4.3278 0.3836 0.0 0.0 0.0 -0.001
H 1.6109 4.4485 -0.0130 0.0 0.0 0.0 0.001

=====

39
Properties=species:S:1:pos:R:3:forces:R:3:lowdin_charge:R:1 method="wB97M-V/def2-TZVPD" total_charge=0 gap_ev=8.11 homo_ev=-7.86 total_energy_ha=-2144.5175 de_lowest_kcal_mol=324.1
C -3.6083 -0.4280 1.8338 -0.3 1.4 -4.7 -0.013
C -2.1499 -0.9408 1.3574 -14.1 -3.2 -1.6 -0.399
C -2.0064 -2.0255 0.6205 -5.0 -2.7 -1.2 -0.079
C -0.8633 -2.6247 0.2656 -2.9 -4.6 -2.6 -0.097
C 0.2497 -2.0555 0.4847 2.4 8.7 6.4 -0.303
C 0.0435 -0.7892 1.4176 1.2 -1.3 -1.4 0.099
C -1.2436 -0.3675 1.8892 14.7 7.4 2.7 -0.117
H -1.2580 0.7003 2.1596 -0.2 -0.8 1.0 0.131
H 0.9298 -0.1326 1.5594 -0.7 -0.7 0.2 0.099
N 1.5187 -2.4268 0.2614 1.0 -1.4 -1.0 0.042
C 2.4892 -1.4318 -0.0467 0.1 -11.3 -0.5 -0.484
N 2.4722 -0.2552 -0.2848 1.2 2.2 -0.7 0.171
C 3.8214 -0.0769 -0.6830 -9.1 14.5 1.6 -0.555
C 4.7700 -0.7639 -0.6962 3.2 -12.2 0.4 -0.323
S 4.0870 -2.4389 -0.5447 -1.1 1.4 1.3 0.948
H 5.6993 -0.7723 -0.9077 6.2 1.0 -1.4 0.030
C 4.0209 1.3919 -0.7933 1.6 5.4 -1.9 -0.278
H 3.3320 1.8146 -1.6076 1.0 -0.7 1.1 0.087
H 5.1359 1.8858 -1.1075 -3.0 -2.0 1.0 0.145
S 3.4931 2.6741 0.6926 -0.4 -2.3 -2.1 0.924
C 1.7575 2.5511 0.3725 3.3 4.6 8.2 -0.717
N 0.8431 3.1816 1.4535 5.9 -1.1 -3.2 0.051
N -0.2731 2.8978 0.9061 -3.6 -0.5 0.7 -0.007
C -0.1851 2.1279 -0.0607 -2.0 -2.2 -7.3 -0.257
C -1.1493 1.6265 -1.2449 3.2 1.4 6.3 -0.440
C -2.4163 1.6647 -0.9021 -4.0 -2.4 -3.1 -0.097
C -3.2160 0.6202 -1.7577 -5.6 9.2 6.6 -0.176
C -2.3876 0.1579 -2.5323 1.7 -9.3 -6.9 -0.556
S -0.8382 0.2025 -2.0598 4.5 -0.4 -1.6 1.075
H -2.6796 -0.7703 -3.1613 0.7 1.9 0.3 0.127
H -4.2884 0.9136 -1.8733 0.8 -1.3 0.1 0.130
H -2.9602 2.3309 -0.3416 -0.6 1.6 1.6 0.087
O 1.2190 1.9557 -0.5303 -3.9 -0.6 -1.1 0.030
H 1.5141 -3.4963 0.0503 1.4 2.9 0.1 0.195
H -0.8600 -3.5822 -0.2581 -0.4 0.0 -0.1 0.135
H -3.0055 -2.4697 0.4000 1.1 -0.2 -0.3 0.139
H -4.3419 -0.5614 0.7644 1.8 0.7 3.5 0.143
H -3.6188 0.6463 2.2734 0.3 -1.5 -1.5 0.093
H -4.0468 -0.9337 2.6317 -0.6 -1.7 1.0 0.017